[1]
Formula: C4H7NO
Source: the Open Molecules 2025 dataset
Level of theory: ωB97M-V/def2-TZVPD

For the electronic energy, the calculation gives -7796.2101 eV. The calculation puts the gap between HOMO and LUMO at 0.39070 Eh. The strongest force on any atom is 1.14 eV/Å. Its structure (SMILES) is C=CC#N.[H][H].C=O. The energy above the lowest of the compared OMol25 structures with the same formula, charge and spin is 3.4343 eV.

Last column: Mulliken charge in e.
Element x y z (Å)
O  -1.453  0.545  -1.692  -0.396
N  -0.304  -1.799  1.716  -0.413
C  1.561  -0.187  0.899  -0.062
C  -1.760  -0.477  -1.126  -0.210
C  1.671  0.148  -0.386  -0.550
C  0.534  -1.083  1.357  0.309
H  -2.028  -0.502  -0.055  0.306
H  0.994  -0.236  -1.141  0.176
H  -1.142  1.899  0.221  -0.214
H  2.228  0.211  1.657  0.301
H  -1.766  -1.450  -1.654  0.289
H  2.442  0.837  -0.715  0.254
H  -0.976  2.094  0.921  0.210

Force components x, y, z for each atom (eV/Å):
O -0.14 -0.52 0.21
N 0.82 0.70 -0.36
C 0.06 0.09 -0.22
C 0.06 0.29 -0.16
C 0.01 -0.04 0.17
C -0.73 -0.62 0.27
H -0.02 0.07 -0.12
H 0.13 0.05 0.13
H 0.03 0.06 0.09
H -0.09 -0.06 -0.09
H -0.02 0.09 0.03
H -0.08 -0.09 0.08
H -0.04 -0.01 -0.03


[2]
Formula: C4H7NO
Source: the Open Molecules 2025 dataset
Level of theory: ωB97M-V/def2-TZVPD

For the electronic energy, the calculation gives -7797.1640 eV. The calculation puts the gap between HOMO and LUMO at 0.33067 Eh. The strongest force on any atom is 0.65 eV/Å. Its structure (SMILES) is CCC(O)=C=N. The energy above the lowest of the compared OMol25 structures with the same formula, charge and spin is 2.4804 eV.

Last column: Mulliken charge in e.
Element x y z (Å)
O  -1.834  -0.321  1.329  -0.527
N  -1.157  -0.769  -2.054  -0.616
C  -1.096  -0.281  -0.913  0.245
C  -0.891  -0.050  0.361  0.198
C  0.433  0.421  0.878  -0.134
C  1.523  0.510  -0.193  -1.287
H  0.730  -0.296  1.656  0.264
H  -0.775  -1.713  -1.929  0.261
H  0.307  1.390  1.375  0.268
H  1.771  -0.466  -0.627  0.315
H  -2.674  -0.506  0.886  0.311
H  2.437  0.916  0.247  0.357
H  1.225  1.166  -1.017  0.346

Force components x, y, z for each atom (eV/Å):
O -0.31 0.22 -0.04
N 0.04 0.21 0.44
C 0.16 -0.45 0.06
C 0.30 0.01 -0.27
C 0.02 0.05 0.08
C 0.04 0.04 -0.02
H -0.03 0.14 -0.06
H -0.14 -0.15 -0.62
H 0.02 -0.09 -0.03
H -0.15 0.14 0.16
H 0.10 -0.02 0.22
H -0.10 -0.04 -0.07
H 0.02 -0.06 0.15


[3]
Formula: C4H7NO
Source: the Open Molecules 2025 dataset
Level of theory: ωB97M-V/def2-TZVPD

For the electronic energy, the calculation gives -7798.8123 eV. The calculation puts the gap between HOMO and LUMO at 0.39612 Eh. The strongest force on any atom is 0.32 eV/Å. Its structure (SMILES) is C[C@H]1CC(=O)N1. The energy above the lowest of the compared OMol25 structures with the same formula, charge and spin is 0.8321 eV.

Last column: Mulliken charge in e.
Element x y z (Å)
O  -0.211  -1.516  2.261  -0.593
N  0.297  0.533  1.192  -0.267
C  -0.170  0.629  -0.203  0.305
C  -1.168  -0.506  0.136  -0.525
C  0.892  0.247  -1.234  -1.292
C  -0.341  -0.671  1.417  0.319
H  1.409  1.123  -1.637  0.326
H  -0.627  1.594  -0.439  0.324
H  1.640  -0.402  -0.766  0.358
H  -1.197  -1.360  -0.545  0.255
H  0.451  -0.304  -2.072  0.310
H  -2.182  -0.157  0.341  0.251
H  1.207  0.790  1.550  0.229

Force components x, y, z for each atom (eV/Å):
O -0.08 0.28 -0.12
N 0.14 -0.06 0.17
C -0.01 0.07 -0.26
C -0.15 -0.10 -0.12
C 0.01 -0.02 -0.05
C 0.02 -0.18 0.11
H -0.05 -0.11 0.10
H 0.04 -0.14 0.07
H -0.11 0.01 -0.12
H 0.07 0.09 0.16
H 0.04 0.19 0.08
H 0.12 -0.06 -0.02
H -0.04 0.02 0.01


[4]
Formula: C4H7NO
Source: the Open Molecules 2025 dataset
Level of theory: ωB97M-V/def2-TZVPD

For the electronic energy, the calculation gives -7797.9141 eV. The calculation puts the gap between HOMO and LUMO at 0.33675 Eh. The strongest force on any atom is 2.49 eV/Å. Its structure (SMILES) is CN/C=C\C=O. The energy above the lowest of the compared OMol25 structures with the same formula, charge and spin is 1.7303 eV.

Last column: Mulliken charge in e.
Element x y z (Å)
O  1.996  0.144  1.207  -0.676
N  -0.038  0.591  -0.481  -0.091
C  -0.738  1.229  -1.543  -0.746
C  0.021  -1.211  1.102  -0.766
C  -0.549  -0.511  0.063  0.081
C  1.352  -0.856  1.578  0.213
H  1.741  -1.481  2.414  0.301
H  0.074  1.539  -2.308  0.277
H  0.934  0.782  -0.097  0.328
H  -0.448  -2.091  1.490  0.335
H  -1.451  0.387  -1.935  0.267
H  -1.357  2.185  -1.196  0.219
H  -1.538  -0.705  -0.294  0.259

Force components x, y, z for each atom (eV/Å):
O -0.39 -0.93 0.03
N 1.46 -0.69 1.35
C -0.51 0.93 -1.31
C 1.25 0.31 -0.48
C 0.28 0.51 1.16
C -0.82 0.64 0.20
H 0.06 0.14 -0.42
H -1.84 -0.39 0.84
H -1.19 0.27 -0.68
H -0.20 -0.22 0.11
H 1.14 2.10 0.11
H 1.27 -1.99 -0.79
H -0.51 -0.68 -0.12